A structure of composition C34H48As2N6STi at a distorted geometry, computed with ωB97M-V/def2-TZVPD.

Element x y z (Å)
Ti (0.41, 0.51, 0.32)
C (2.24, 1.25, 2.71)
C (1.08, 0.87, 3.62)
C (0.45, -0.47, 3.35)
C (0.22, -1.35, 4.40)
C (-0.27, -2.62, 4.14)
C (-0.50, -2.99, 2.83)
C (-0.26, -2.06, 1.83)
N (0.18, -0.82, 2.08)
N (1.80, 1.87, 1.44)
C (2.92, 2.07, 0.49)
C (2.37, 2.40, -0.88)
C (3.06, 3.20, -1.76)
C (2.46, 3.56, -2.96)
C (1.16, 3.15, -3.21)
C (0.54, 2.34, -2.27)
N (1.14, 1.93, -1.15)
C (1.15, 3.18, 1.69)
C (-0.35, 3.19, 1.62)
C (-1.04, 4.27, 2.17)
C (-2.40, 4.37, 1.96)
C (-3.03, 3.41, 1.19)
C (-2.28, 2.35, 0.71)
N (-0.96, 2.22, 0.93)
H (2.83, 0.37, 2.46)
H (2.89, 1.95, 3.23)
H (0.31, 1.65, 3.62)
H (1.46, 0.84, 4.64)
H (0.44, -1.04, 5.41)
H (-0.46, -3.31, 4.96)
H (-0.85, -3.98, 2.57)
H (-0.44, -2.31, 0.80)
H (3.54, 1.18, 0.47)
H (3.55, 2.90, 0.82)
H (4.06, 3.55, -1.51)
H (2.99, 4.18, -3.67)
H (0.64, 3.44, -4.10)
H (-0.47, 1.99, -2.43)
H (1.50, 3.88, 0.93)
H (1.49, 3.59, 2.65)
H (-0.50, 5.01, 2.73)
H (-2.96, 5.20, 2.37)
H (-4.08, 3.45, 0.97)
H (-2.74, 1.56, 0.13)
C (0.43, -2.89, -3.10)
As (0.36, -1.05, -2.43)
C (-0.75, -0.27, -3.84)
C (2.20, -0.61, -2.93)
C (2.57, -0.19, -4.20)
C (3.91, 0.06, -4.49)
C (4.88, -0.12, -3.52)
C (4.52, -0.56, -2.26)
C (3.18, -0.80, -1.95)
As (2.63, -1.26, -0.13)
C (2.31, -3.19, -0.17)
C (4.34, -1.37, 0.79)
H (0.54, -2.84, -4.18)
H (-0.49, -3.43, -2.86)
H (1.28, -3.41, -2.68)
H (-0.18, 0.41, -4.46)
H (-1.59, 0.26, -3.39)
H (-1.14, -1.08, -4.46)
H (1.83, -0.06, -4.98)
H (4.19, 0.38, -5.49)
H (5.92, 0.06, -3.75)
H (5.29, -0.70, -1.51)
H (3.03, -3.66, -0.84)
H (1.30, -3.42, -0.49)
H (2.46, -3.57, 0.84)
H (5.00, -2.07, 0.28)
H (4.16, -1.76, 1.80)
H (4.85, -0.41, 0.87)
C (-6.17, -1.61, -0.32)
N (-4.75, -1.93, -0.52)
C (-4.48, -2.43, -1.87)
C (-3.77, -1.38, 0.23)
S (-2.34, -0.86, -0.55)
N (-3.96, -1.30, 1.56)
C (-4.80, -2.24, 2.31)
C (-3.20, -0.41, 2.41)
H (-6.52, -1.09, -1.21)
H (-6.30, -0.95, 0.52)
H (-6.77, -2.51, -0.19)
H (-5.25, -3.16, -2.11)
H (-3.51, -2.91, -1.90)
H (-4.52, -1.62, -2.60)
H (-5.06, -3.09, 1.70)
H (-5.70, -1.77, 2.70)
H (-4.21, -2.60, 3.16)
H (-2.53, 0.19, 1.81)
H (-2.62, -0.98, 3.14)
H (-3.88, 0.25, 2.96)

- ΔE to the lowest compared entry with this formula, charge and spin: 8.4 kcal per mole
- Spin multiplicity: 3
- Lowest unoccupied orbital energy (alpha / beta): -4.485 / -4.727 eV
- Max |F|: 1.20 eV/A
- Charge: +2
- E: -200595.1155 eV